No. 1
98
Properties=species:S:1:pos:R:3:forces:R:3:mulliken_charge:R:1 method="wB97M-V/def2-TZVPD" e_tot_ha=-3410.8370 largest_force_ev_per_a=1.72 orbital_gap_ev=6.4666 multiplicity=1 total_charge=+2 lumo_ev=-5.771
Mg 0.184157 -0.718563 -1.077588 -0.6 -0.1 0.3 3.381
C 1.741421 -0.472751 -5.130984 0.0 0.0 0.0 -1.055
C 0.783683 0.333893 -5.725052 0.0 0.0 0.1 -0.799
C -0.355675 0.664931 -5.010334 0.0 0.0 0.1 -0.826
C -0.510258 0.184111 -3.714264 0.2 -0.1 -0.4 0.256
N 0.440668 -0.561837 -3.134352 -0.1 0.2 -0.5 0.330
C 1.531175 -0.881261 -3.826828 0.1 0.0 -0.2 -0.264
C -1.720075 0.448945 -2.898685 -0.5 0.1 0.0 0.598
C -2.880548 1.003325 -3.432850 0.1 0.0 0.0 -0.719
C -3.975424 1.202272 -2.609913 0.0 0.0 0.1 -0.893
C -3.885412 0.851769 -1.270789 0.0 0.0 -0.1 -1.063
C -2.694317 0.313052 -0.818525 -0.1 0.1 0.0 -0.488
N -1.646596 0.106634 -1.607811 -0.6 0.1 -0.6 0.597
H 2.633750 -0.769633 -5.662179 0.0 0.0 0.0 0.502
H 0.918823 0.704823 -6.731679 0.0 0.0 0.0 0.480
H -1.103796 1.299832 -5.460163 0.0 0.0 0.0 0.465
H 2.270151 -1.487132 -3.314870 0.0 0.0 0.0 0.412
H -2.939218 1.275420 -4.475739 0.0 0.0 0.0 0.466
H -4.884371 1.630869 -3.009209 0.0 0.0 0.0 0.486
H -4.715655 0.995749 -0.594610 0.0 0.0 0.0 0.555
H -2.556976 0.043271 0.221547 0.0 0.0 0.0 0.271
C 4.431007 3.176550 -2.546493 0.0 -0.1 0.0 -0.605
C 5.072683 2.266682 -1.717681 0.0 0.0 0.0 -0.745
C 4.363570 1.220695 -1.159223 -0.3 -0.2 0.1 -0.528
C 2.998929 1.060987 -1.433718 0.6 0.6 -0.4 -0.095
C 2.363176 1.977298 -2.275348 -0.1 -0.3 0.2 0.595
C 3.075023 3.030698 -2.812091 0.0 0.2 -0.1 -1.003
N 2.284909 -0.069968 -0.976837 0.9 -1.3 0.6 0.805
N 2.896447 -0.747064 -0.108270 0.7 1.1 -0.7 -1.071
C 2.317200 -1.920094 0.330893 -0.6 -1.0 0.6 -0.353
C 3.174968 -2.851532 0.934897 -0.1 0.3 -0.2 -0.783
C 2.648939 -4.031459 1.408867 -0.2 -0.1 0.0 -0.651
C 1.269011 -4.228169 1.339226 0.2 0.0 0.1 -1.107
C 0.489372 -3.246495 0.766816 -0.1 -0.1 0.0 -0.557
N 0.990752 -2.122805 0.240599 0.9 -0.1 0.0 1.392
H 4.990254 3.987393 -2.992796 0.0 0.0 0.0 0.450
H 6.132284 2.356559 -1.521762 0.0 0.0 0.0 0.448
H 4.855351 0.489604 -0.536433 0.1 0.0 0.0 0.466
H 1.303247 1.884572 -2.465243 0.0 0.0 0.0 0.254
H 2.568777 3.755256 -3.435582 0.0 0.0 0.0 0.474
H 4.231813 -2.629752 0.972513 0.0 0.0 0.0 0.606
H 3.290895 -4.797307 1.822813 0.0 0.0 0.0 0.477
H 0.818733 -5.137110 1.712280 0.0 0.0 0.0 0.564
H -0.586652 -3.354828 0.713495 0.0 0.0 -0.1 0.461
F -0.487121 8.084367 2.568262 0.0 0.0 0.0 -0.262
C 0.735510 7.582623 2.328336 0.0 0.2 0.0 0.862
F 1.425570 7.640636 3.480042 0.0 0.0 -0.1 -0.264
F 1.343139 8.412835 1.460450 0.0 0.0 0.0 -0.243
C 0.665815 6.180785 1.790101 0.0 0.0 0.0 0.248
C -0.416608 5.794909 1.011154 0.0 0.0 0.1 -0.902
C -0.493282 4.500809 0.528764 0.0 0.0 0.0 -0.402
C 0.515138 3.578481 0.818278 0.2 0.1 0.0 0.117
C 1.621097 3.995023 1.568663 -0.1 0.0 0.0 -0.438
C 1.697633 5.289243 2.049677 0.0 0.0 0.1 -0.848
C 0.446463 2.220979 0.374771 -0.1 -0.1 0.1 0.531
C 0.395131 1.034417 0.085772 -0.5 0.5 0.6 -0.964
H -1.207248 6.501640 0.798991 0.0 0.0 0.0 0.432
H -1.339008 4.195543 -0.073497 0.0 0.0 0.0 0.567
H 2.420859 3.290911 1.760254 0.0 0.0 0.0 0.574
H 2.549173 5.599577 2.639748 0.0 0.0 0.0 0.443
C -1.126546 -1.351727 5.703328 -0.3 -0.1 0.1 -0.759
N 0.183399 -0.914266 5.035834 0.1 0.0 0.1 0.206
C 0.240402 0.619916 5.094970 0.0 0.3 -0.1 -0.803
N -0.910324 1.176175 4.494115 -0.1 0.2 0.0 0.215
C -2.128466 0.717855 5.146957 0.1 0.0 0.1 -0.946
N -2.237246 -0.734525 5.080870 -0.3 -0.1 0.2 0.214
C -2.490763 -1.215505 3.727284 0.2 0.0 -0.3 -1.256
P -1.125177 -0.786810 2.505120 -0.1 0.2 0.8 1.144
C 0.258351 -1.407025 3.627807 -0.1 -0.1 -0.6 -1.516
C -0.948128 1.000546 3.047364 0.0 -0.2 -0.2 -1.024
H -1.071325 -1.051427 6.750654 0.2 0.0 0.0 0.354
H -1.187374 -2.438211 5.636176 0.1 0.0 0.0 0.375
H 0.969635 -1.296318 5.563624 0.0 0.0 0.0 0.352
H 1.144215 0.939176 4.575339 0.0 -0.1 0.0 0.375
H 0.302373 0.898551 6.148029 0.0 -0.1 0.0 0.351
H -2.987257 1.172777 4.657388 0.0 0.0 0.0 0.390
H -2.117171 1.024610 6.194477 0.0 0.0 0.0 0.309
H -3.431470 -0.788418 3.374496 0.0 0.0 0.0 0.460
H -2.620408 -2.300677 3.743795 0.0 0.0 0.0 0.415
H 1.207961 -1.095506 3.186726 0.0 0.0 0.1 0.598
H 0.234766 -2.497636 3.645634 0.0 0.0 0.1 0.512
H -1.781652 1.574345 2.637791 0.1 0.0 0.0 0.501
H -0.038777 1.389514 2.592820 0.0 0.0 0.0 0.229
N -3.693145 -6.499992 -3.908531 -0.1 0.3 0.0 -0.351
C -2.443761 -6.425840 -3.433317 0.2 -0.8 0.0 0.025
S -1.458485 -7.742456 -3.344494 -0.1 0.2 0.0 -0.321
C -1.979130 -5.116878 -2.907207 0.0 0.4 0.2 0.938
C -2.843613 -4.196054 -2.318051 0.1 -0.2 -0.1 -0.846
C -2.321304 -3.039828 -1.762033 -0.1 0.1 0.0 -0.592
N -1.028603 -2.726320 -1.793130 0.1 -0.1 0.1 0.204
C -0.204569 -3.603372 -2.377168 -0.1 -0.1 0.0 -0.501
C -0.621755 -4.798662 -2.922594 0.0 0.0 -0.1 -0.885
H -4.018843 -7.386720 -4.256957 0.0 0.0 0.0 0.224
H -4.267970 -5.687467 -4.054842 0.0 0.0 0.0 0.196
H -3.905601 -4.389240 -2.249702 0.0 0.0 0.1 0.407
H -2.974235 -2.332705 -1.262731 0.0 0.0 -0.1 0.477
H 0.847127 -3.338991 -2.392737 0.0 0.0 0.0 0.269
H 0.086418 -5.491095 -3.352917 0.0 0.0 0.0 0.424

---

No. 2
95
Properties=species:S:1:pos:R:3:forces:R:3:mulliken_charge:R:1 method="wB97M-V/def2-TZVPD" e_tot_ha=-5292.6698 largest_force_ev_per_a=1.08 orbital_gap_ev=5.4683 multiplicity=1 total_charge=+2 lumo_ev=-6.732
Mg -1.322489 -1.160457 -0.741469 0.0 0.1 0.1 1.228
Ge 1.415757 1.436070 6.971920 0.0 -0.1 0.0 1.131
C 3.047240 0.782223 7.606461 0.0 0.0 0.0 0.532
C 3.076585 0.363415 8.946743 0.0 0.0 0.0 -0.488
C 4.255736 -0.105798 9.495637 0.0 0.0 0.0 -0.670
C 5.403923 -0.156813 8.715727 0.0 0.0 0.0 -0.347
C 5.385814 0.255040 7.385305 0.0 0.0 0.0 -0.837
C 4.214753 0.725167 6.827174 0.0 0.0 0.0 -0.010
C 0.981467 2.174314 5.301214 -0.1 0.0 0.0 0.712
C -0.327562 2.658495 5.138544 0.0 0.1 0.0 -0.484
C -0.656809 3.408609 4.020237 0.1 0.0 0.0 -0.788
C 0.329369 3.713048 3.087531 0.0 -0.1 0.0 -0.622
C 1.617721 3.203223 3.218423 0.0 0.1 0.0 -0.818
C 1.939846 2.417973 4.307221 0.1 0.2 0.2 -0.074
H 0.264303 1.412058 7.970832 0.0 0.0 0.0 -0.066
H 2.182934 0.409470 9.557862 0.0 0.0 0.0 0.286
H 4.283738 -0.426034 10.527758 0.0 0.0 0.0 0.398
H 6.327115 -0.519368 9.148116 0.0 0.0 0.0 0.403
H 6.288957 0.211601 6.792589 0.0 0.0 0.0 0.410
H 4.211902 1.044850 5.794667 0.0 0.0 0.0 0.289
H -1.073256 2.490788 5.907343 0.0 0.0 0.0 0.299
H -1.655720 3.802158 3.891490 0.0 0.0 0.0 0.524
H 0.093517 4.369865 2.259543 0.0 0.0 0.0 0.484
H 2.386152 3.462245 2.502240 0.0 -0.1 -0.1 0.497
H 2.956891 2.068630 4.418392 0.0 0.0 0.0 0.220
N -0.439664 -1.063381 1.267123 0.2 0.0 -0.2 -0.552
C 0.753496 -0.465882 0.670413 -0.1 -0.1 0.0 -0.129
C 1.804836 -1.274762 0.247519 0.1 0.1 0.0 -0.676
C 2.827033 -0.707991 -0.504077 -0.1 0.1 0.1 -0.648
C 2.766132 0.635710 -0.872886 0.0 -0.2 -0.1 -0.301
C 1.716445 1.424939 -0.444311 0.1 0.1 0.1 -0.680
C 0.724859 0.882804 0.357125 -0.3 0.0 0.1 0.101
S 3.947267 1.299005 -2.058796 0.4 0.2 0.6 1.319
O 3.758492 0.383290 -3.181688 0.9 -0.5 0.4 -0.604
O 5.223387 1.212563 -1.402492 0.0 0.0 0.0 -0.740
O 3.433332 2.634134 -2.316223 0.1 -0.1 0.0 -0.675
H -0.214222 -1.903871 1.788440 0.0 0.0 0.0 0.314
H -0.873592 -0.409319 1.910262 0.0 0.0 0.0 0.244
H 1.826759 -2.330028 0.501276 0.0 0.0 0.0 0.462
H 3.657119 -1.311691 -0.849216 0.0 0.0 0.0 0.483
H 1.689591 2.461096 -0.758070 0.0 0.0 0.0 0.709
H -0.093542 1.498219 0.720088 0.0 0.0 0.0 0.629
C -5.193871 -6.135326 -1.625693 0.0 0.0 0.0 -1.441
C -4.296787 -4.972466 -1.341992 0.0 0.0 0.0 1.047
C -3.118927 -5.118597 -0.611552 0.0 0.0 0.0 -0.892
C -2.330381 -4.017668 -0.357212 0.0 0.0 0.0 -0.149
N -2.638779 -2.783089 -0.781374 0.0 0.0 0.0 -0.308
C -3.770291 -2.638056 -1.491034 0.0 0.0 0.0 -0.124
C -4.611344 -3.688472 -1.784269 0.0 0.0 0.0 -0.931
H -4.650535 -7.077017 -1.585500 0.0 0.0 0.0 0.387
H -5.666041 -6.038746 -2.601887 0.0 0.0 0.0 0.390
H -5.989690 -6.176086 -0.878801 0.0 0.0 0.0 0.312
H -2.811869 -6.090033 -0.248552 0.0 0.0 0.0 0.424
H -1.407705 -4.124329 0.201532 0.0 0.0 0.0 0.387
H -3.997935 -1.636775 -1.838877 0.0 0.0 0.0 0.439
H -5.506827 -3.508046 -2.363633 0.0 0.0 0.0 0.442
N -3.296763 5.686651 -0.519819 0.0 0.0 -0.1 -0.362
C -3.006241 4.770460 0.419155 0.0 0.0 0.1 0.048
O -2.822142 5.021199 1.595074 0.0 0.0 0.0 -0.579
C -2.859407 3.339095 -0.043398 0.0 0.0 0.0 0.798
C -3.279545 2.334799 0.825310 0.0 0.0 0.0 -0.626
C -3.028353 1.023350 0.490333 0.0 0.1 0.0 -0.763
N -2.366258 0.674185 -0.625174 0.0 0.0 0.0 -0.129
C -2.001409 1.638844 -1.477460 0.0 0.0 -0.1 -0.318
C -2.240064 2.980980 -1.229612 0.0 0.0 0.0 -0.711
H -3.415657 6.644749 -0.229677 0.0 0.0 0.0 0.279
H -3.580213 5.431721 -1.449531 0.0 0.0 0.0 0.193
H -3.778457 2.591427 1.749086 0.0 0.0 0.0 0.524
H -3.343803 0.212854 1.138165 0.0 0.0 0.0 0.538
H -1.478453 1.319110 -2.371724 0.0 0.0 0.0 0.365
H -1.893023 3.720681 -1.938874 0.0 0.0 0.0 0.529
O -0.636431 -1.128377 -2.510912 0.3 0.0 0.2 0.358
S 0.732271 -1.049085 -3.250685 -0.3 0.1 -0.2 0.993
C 0.528595 0.336817 -4.331637 0.2 0.1 0.0 0.665
C -0.588593 0.442402 -5.155801 -0.2 -0.1 -0.1 -0.411
C -0.717555 1.562414 -5.954208 -0.1 -0.1 0.0 -0.838
C 0.267479 2.548847 -5.932944 0.1 0.1 0.0 -0.539
C 1.378054 2.421755 -5.115226 -0.2 0.0 -0.2 -0.807
C 1.521222 1.305694 -4.295981 -0.5 0.3 -0.1 -0.327
C 0.613083 -2.417939 -4.382186 0.0 0.0 0.0 -0.014
C 1.760441 -2.772972 -5.081325 -0.2 -0.1 0.1 -0.356
C 1.679308 -3.828424 -5.978240 0.1 0.1 0.0 -0.687
C 0.483252 -4.510030 -6.157193 0.0 0.0 0.0 -0.536
C -0.647698 -4.145790 -5.439058 0.0 0.0 0.0 -0.816
C -0.589970 -3.090864 -4.540725 0.0 0.0 0.0 -0.226
H -1.333112 -0.343610 -5.177119 0.0 0.0 0.0 0.437
H -1.572364 1.663944 -6.609277 0.0 0.0 0.0 0.451
H 0.168587 3.414343 -6.574941 0.0 0.0 0.0 0.432
H 2.150883 3.178508 -5.118655 0.0 0.0 0.1 0.529
H 2.406462 1.186221 -3.677967 -0.7 0.0 -0.6 0.227
H 2.687827 -2.240307 -4.916011 0.1 0.0 0.0 0.564
H 2.559400 -4.120294 -6.534781 0.0 0.0 0.0 0.428
H 0.432263 -5.332005 -6.858727 0.0 0.0 0.0 0.412
H -1.577028 -4.681079 -5.582506 0.0 0.0 0.0 0.435
H -1.461181 -2.791155 -3.972888 0.0 0.0 0.0 0.388